No. 1
{
  "formula": "C20H27N3O5S",
  "method": "wB97M-V/def2-TZVPD",
  "orbital_gap_ha": 0.3253,
  "homo_energy_ev": -8.30,
  "de_lowest_kcal_mol": 78.2,
  "smiles": "Cc1ccccc1-c1nc(CS(=O)(=O)CC(=O)NCCN2CCOCC2)c(C)o1",
  "species": ["C", "C", "C", "C", "C", "C", "C", "C", "N", "C", "C", "S", "O", "O", "C", "C", "O", "N", "C", "C", "N", "C", "C", "O", "C", "C", "C", "C", "O", "H", "H", "H", "H", "H", "H", "H", "H", "H", "H", "H", "H", "H", "H", "H", "H", "H", "H", "H", "H", "H", "H", "H", "H", "H", "H", "H"],
  "positions_angstrom": [[0.034, 2.935, -3.212], [-0.330, 2.416, -4.563], [-0.859, 3.279, -5.514], [-1.226, 2.839, -6.773], [-1.066, 1.505, -7.111], [-0.540, 0.628, -6.186], [-0.166, 1.066, -4.912], [0.395, 0.092, -3.999], [0.813, 0.271, -2.777], [1.281, -0.945, -2.357], [1.771, -1.154, -0.987], [0.282, -1.258, 0.071], [0.645, -1.721, 1.388], [-0.734, -2.015, -0.610], [-0.253, 0.489, 0.200], [0.711, 1.058, 1.210], [1.842, 1.376, 0.897], [0.222, 1.153, 2.461], [1.094, 1.292, 3.607], [1.176, -0.068, 4.310], [-0.167, -0.493, 4.671], [-0.393, -1.922, 4.517], [-1.874, -2.211, 4.756], [-2.285, -1.788, 6.038], [-2.042, -0.412, 6.206], [-0.564, -0.075, 6.003], [1.101, -1.850, -3.369], [1.365, -3.305, -3.468], [0.549, -1.189, -4.410], [-0.651, 2.534, -2.465], [1.034, 2.615, -2.931], [-0.023, 4.020, -3.190], [-0.987, 4.321, -5.259], [-1.635, 3.536, -7.490], [-1.350, 1.152, -8.090], [-0.409, -0.413, -6.439], [2.317, -2.084, -0.869], [2.331, -0.304, -0.604], [-0.104, 0.902, -0.795], [-1.294, 0.504, 0.502], [-0.631, 0.660, 2.690], [0.683, 2.053, 4.275], [2.075, 1.609, 3.250], [1.583, -0.788, 3.597], [1.847, -0.011, 5.179], [-0.120, -2.211, 3.500], [0.208, -2.506, 5.235], [-2.070, -3.283, 4.712], [-2.472, -1.700, 3.987], [-2.360, -0.167, 7.221], [-2.644, 0.164, 5.486], [-0.420, 1.003, 6.103], [0.032, -0.585, 6.781], [1.207, -3.635, -4.491], [2.387, -3.531, -3.169], [0.685, -3.846, -2.810]]
}

No. 2
{
  "formula": "C20H27N3O7S",
  "method": "wB97M-V/def2-TZVPD",
  "orbital_gap_ha": 0.3141,
  "homo_energy_ev": -8.85,
  "smiles": "CCn1cc(C(=O)NCC(OC)OC)c(=O)c2cc(S(=O)(=O)N3CCOCC3)ccc21",
  "species": ["C", "C", "N", "C", "C", "C", "O", "N", "C", "C", "O", "C", "O", "C", "C", "O", "C", "C", "C", "S", "O", "O", "N", "C", "C", "O", "C", "C", "C", "C", "C", "H", "H", "H", "H", "H", "H", "H", "H", "H", "H", "H", "H", "H", "H", "H", "H", "H", "H", "H", "H", "H", "H", "H", "H", "H", "H", "H"],
  "positions_angstrom": [[0.628, 4.165, 1.800], [0.400, 4.204, 0.291], [0.197, 2.871, -0.249], [-1.065, 2.432, -0.416], [-1.419, 1.199, -0.870], [-2.887, 0.931, -0.970], [-3.706, 1.760, -0.598], [-3.216, -0.250, -1.518], [-4.586, -0.671, -1.606], [-5.044, -1.412, -0.333], [-4.552, -2.707, -0.415], [-4.764, -3.486, 0.744], [-6.450, -1.446, -0.231], [-7.015, -0.328, 0.411], [-0.397, 0.231, -1.209], [-0.607, -0.915, -1.597], [0.976, 0.737, -1.031], [2.036, -0.114, -1.357], [3.333, 0.287, -1.169], [4.693, -0.829, -1.543], [4.297, -1.672, -2.627], [5.879, -0.033, -1.654], [4.902, -1.807, -0.221], [3.953, -2.867, 0.029], [2.924, -2.453, 1.088], [3.557, -1.974, 2.257], [4.388, -0.868, 1.983], [5.479, -1.238, 0.973], [3.613, 1.552, -0.670], [2.587, 2.416, -0.360], [1.248, 2.029, -0.535], [1.507, 3.575, 2.049], [0.768, 5.174, 2.178], [-0.233, 3.725, 2.297], [-0.495, 4.790, 0.074], [1.240, 4.679, -0.219], [-1.862, 3.122, -0.170], [-2.472, -0.922, -1.693], [-4.713, -1.345, -2.454], [-5.207, 0.219, -1.735], [-4.632, -0.893, 0.560], [-4.317, -4.456, 0.541], [-5.832, -3.603, 0.948], [-4.277, -3.028, 1.614], [-6.760, 0.606, -0.097], [-6.680, -0.261, 1.454], [-8.092, -0.477, 0.382], [1.809, -1.084, -1.771], [3.476, -3.108, -0.919], [4.509, -3.741, 0.387], [2.329, -3.312, 1.400], [2.256, -1.676, 0.686], [4.828, -0.578, 2.939], [3.781, -0.034, 1.592], [6.062, -0.369, 0.671], [6.146, -1.984, 1.420], [4.644, 1.843, -0.551], [2.835, 3.394, 0.019]]
}

No. 3
{
  "formula": "C20H27N3PtSeSi",
  "method": "wB97M-V/def2-TZVPD",
  "spin_multiplicity": 5,
  "total_charge": 2,
  "orbital_gap_ha": [0.3156, 0.1601],
  "homo_energy_ev": [-14.47, -14.46],
  "species": ["Pt", "C", "Si", "C", "N", "C", "C", "C", "C", "C", "C", "C", "C", "C", "C", "C", "C", "C", "C", "C", "C", "C", "H", "H", "H", "H", "H", "H", "H", "H", "H", "H", "H", "H", "H", "H", "H", "H", "H", "H", "H", "H", "H", "H", "H", "H", "N", "H", "H", "H", "Se", "C", "N"],
  "positions_angstrom": [[0.702, 0.245, -0.137], [-0.085, -0.121, 1.769], [-0.183, -1.964, 2.148], [-1.385, -2.806, 0.741], [-1.055, -2.322, -0.516], [-1.981, -1.534, -1.274], [-2.830, -2.475, -2.170], [-2.002, -3.688, -2.600], [-0.525, -3.321, -2.693], [-0.016, -2.949, -1.285], [1.474, -2.842, 1.886], [1.571, -4.224, 2.050], [2.793, -4.857, 1.902], [3.935, -4.115, 1.638], [3.851, -2.741, 1.473], [2.624, -2.113, 1.602], [-1.022, -2.480, 3.775], [-0.269, -3.092, 4.773], [-0.877, -3.480, 5.955], [-2.229, -3.255, 6.145], [-2.980, -2.627, 5.165], [-2.377, -2.236, 3.981], [0.584, 0.382, 2.474], [-1.057, 0.378, 1.800], [-2.406, -2.561, 1.006], [-1.218, -3.877, 0.836], [-1.419, -0.833, -1.903], [-2.633, -0.972, -0.606], [-3.170, -1.911, -3.037], [-3.707, -2.814, -1.618], [-2.351, -4.053, -3.565], [-2.123, -4.502, -1.884], [-0.397, -2.491, -3.386], [0.060, -4.157, -3.072], [0.840, -2.253, -1.375], [0.340, -3.830, -0.751], [0.691, -4.809, 2.278], [2.849, -5.931, 2.002], [4.892, -4.608, 1.560], [4.735, -2.155, 1.279], [2.568, -1.030, 1.512], [0.786, -3.270, 4.635], [-0.284, -3.958, 6.720], [-2.702, -3.573, 7.062], [-4.032, -2.441, 5.312], [-2.974, -1.746, 3.228], [-0.764, 2.112, -0.767], [-0.738, 2.326, -1.760], [-0.416, 2.930, -0.270], [-1.739, 1.994, -0.505], [2.422, 0.520, -1.755], [3.811, 0.153, -0.668], [4.688, -0.113, 0.023]]
}

Total energy
In order: -46721.2770; -50816.0024; -102100.0136
Unit: eV
Max |F|
In order: 1.495; 1.089; 1.783
Unit: eV/A